{
  "formula": "C28H25N5OPdS",
  "method": "ωB97M-V/def2-TZVPD",
  "elements": ["Pd", "O", "C", "C", "C", "C", "C", "C", "N", "H", "H", "H", "H", "H", "H", "H", "S", "N", "C", "C", "C", "C", "C", "N", "C", "C", "N", "C", "C", "C", "C", "C", "N", "H", "H", "H", "H", "H", "H", "C", "C", "C", "C", "C", "C", "C", "C", "C", "C", "H", "H", "H", "H", "H", "H", "H", "H", "H", "H", "H", "H"],
  "positions_angstrom": [[0.151, 0.141, 0.056], [2.176, 0.667, 0.098], [2.465, 2.026, -0.187], [1.234, 2.886, -0.040], [1.367, 4.260, 0.080], [0.231, 5.050, 0.128], [-1.006, 4.425, 0.065], [-1.053, 3.049, -0.021], [0.040, 2.283, -0.075], [2.876, 0.094, -0.254], [2.842, 2.130, -1.211], [3.238, 2.388, 0.497], [2.354, 4.702, 0.137], [0.306, 6.125, 0.215], [-1.925, 4.993, 0.091], [-2.002, 2.526, -0.049], [-5.509, -0.037, 5.063], [-5.445, -0.029, 3.434], [-4.172, -0.005, 3.099], [-3.657, -0.024, 1.751], [-4.488, -0.092, 0.654], [-3.948, -0.154, -0.633], [-2.568, -0.168, -0.761], [-1.739, -0.086, 0.275], [-2.228, 0.003, 1.573], [-1.352, 0.094, 2.690], [-0.001, 0.207, 2.480], [0.810, 0.229, 3.515], [0.394, 0.167, 4.845], [-0.968, 0.101, 5.093], [-1.859, 0.067, 4.032], [-3.285, 0.013, 4.224], [-3.911, -0.007, 5.384], [-5.558, -0.112, 0.817], [-4.572, -0.224, -1.511], [-2.107, -0.263, -1.734], [1.869, 0.308, 3.279], [1.116, 0.189, 5.650], [-1.360, 0.075, 6.101], [0.869, -4.144, -0.943], [1.209, -2.651, -1.049], [1.001, -2.209, -2.505], [0.290, -1.857, -0.132], [2.660, -2.452, -0.597], [2.998, -2.686, 0.740], [4.278, -2.458, 1.213], [5.268, -1.973, 0.365], [4.960, -1.745, -0.967], [3.672, -1.990, -1.444], [-0.173, -4.299, -1.226], [1.001, -4.503, 0.078], [1.507, -4.734, -1.605], [-0.027, -2.430, -2.792], [1.669, -2.739, -3.188], [1.151, -1.132, -2.603], [-0.193, -2.467, 0.633], [2.238, -3.040, 1.425], [4.505, -2.644, 2.255], [6.269, -1.793, 0.735], [5.720, -1.376, -1.645], [3.467, -1.808, -2.491]],
  "mulliken_charge": [-0.224, -0.083, -0.387, 0.595, -0.935, -0.261, -0.906, -0.148, 0.157, -0.019, 0.407, 0.353, 0.429, 0.423, 0.432, 0.274, 0.071, -0.708, 0.767, 0.120, -0.294, -1.078, -0.485, 0.377, -0.491, 0.513, 0.311, -0.188, -1.066, -0.464, -0.269, 0.930, -0.735, 0.512, 0.411, 0.365, 0.400, 0.418, 0.501, -1.904, 2.937, -2.074, -1.719, -0.095, -0.005, -0.943, -0.394, -0.811, 0.206, 0.489, 0.367, 0.409, 0.370, 0.476, 0.337, 0.481, 0.354, 0.390, 0.411, 0.391, 0.306],
  "homo_ev": [-4.61, -7.34],
  "multiplicity": 3,
  "s2": 2.0367,
  "total_energy_ha": -1956.9915,
  "e_above_lowest_kj_mol": 44.5
}



{
  "formula": "C28H26Br4FN5O5Ru",
  "method": "ωB97M-V/def2-TZVPD",
  "elements": ["Ru", "Br", "C", "C", "Br", "C", "Br", "C", "O", "C", "O", "C", "Br", "F", "C", "C", "C", "C", "O", "C", "C", "N", "C", "C", "C", "C", "C", "C", "N", "C", "C", "N", "C", "C", "C", "O", "O", "H", "H", "H", "H", "H", "H", "H", "H", "H", "H", "H", "H", "H", "H", "H", "H", "H", "H", "C", "C", "C", "C", "N", "N", "C", "H", "H", "H", "H", "H", "H", "H", "H"],
  "positions_angstrom": [[0.862, -1.268, 2.681], [-4.651, -2.618, 7.128], [-3.607, -1.993, 5.691], [-4.244, -1.498, 4.539], [-6.117, -1.421, 4.447], [-3.489, -1.040, 3.478], [-4.294, -0.367, 1.917], [-2.082, -1.024, 3.498], [-1.378, -0.626, 2.531], [-1.410, -1.494, 4.724], [-0.154, -1.434, 4.787], [-2.225, -1.992, 5.765], [-1.320, -2.633, 7.289], [-3.579, 0.427, -1.910], [-2.237, 0.468, -2.063], [-1.465, -0.120, -1.094], [-0.074, -0.107, -1.191], [0.744, -0.731, -0.158], [0.310, -1.648, 0.567], [2.095, -0.224, -0.110], [2.627, 0.349, -1.215], [1.908, 0.625, -2.337], [2.548, 1.024, -3.557], [3.823, 1.808, -3.556], [2.544, 2.476, -3.955], [0.534, 0.548, -2.281], [-0.280, 1.119, -3.262], [-1.670, 1.086, -3.192], [-2.420, 1.715, -4.203], [-2.083, 1.456, -5.587], [-2.267, 2.760, -6.387], [-3.308, 3.583, -5.716], [-4.398, 2.710, -5.218], [-3.856, 1.904, -4.030], [2.886, -0.229, 1.217], [4.022, -0.662, 1.254], [2.257, 0.360, 2.161], [-1.930, -0.575, -0.231], [3.677, 0.603, -1.236], [2.422, 0.285, -4.344], [4.549, 1.570, -4.316], [4.269, 2.098, -2.620], [2.380, 2.740, -4.990], [2.120, 3.172, -3.247], [0.190, 1.640, -4.078], [-2.715, 0.659, -6.002], [-1.052, 1.120, -5.672], [-2.584, 2.535, -7.406], [-1.342, 3.336, -6.430], [-3.661, 4.301, -6.354], [-2.886, 4.044, -4.899], [-4.709, 2.059, -6.036], [-5.254, 3.309, -4.910], [-4.415, 0.962, -3.970], [-4.018, 2.451, -3.097], [5.098, -1.201, 6.378], [4.064, -1.838, 5.527], [3.502, -3.101, 5.610], [2.557, -3.169, 4.581], [2.571, -2.027, 3.904], [3.468, -1.225, 4.488], [1.611, -4.242, 4.192], [5.571, -1.958, 6.998], [4.649, -0.455, 7.033], [5.854, -0.712, 5.768], [3.732, -3.859, 6.329], [3.630, -0.304, 4.097], [2.139, -5.173, 3.995], [1.065, -3.924, 3.285], [0.898, -4.412, 4.998]],
  "mulliken_charge": [0.843, -0.142, 0.150, 0.148, -0.149, -0.006, -0.119, 0.385, -0.601, 0.437, -0.679, -0.108, -0.116, -0.331, 0.806, -0.839, 0.409, 1.831, -0.915, -0.107, -0.415, 0.348, -0.192, -1.004, -0.471, -0.718, -0.190, -0.931, 0.155, -0.613, -0.778, -0.109, -0.801, -0.764, 0.287, -0.671, -0.825, 0.522, 0.548, 0.425, 0.287, 0.287, 0.305, 0.249, 0.832, 0.303, 0.444, 0.362, 0.454, 0.349, 0.386, 0.349, 0.400, 0.428, 0.538, -1.297, 0.804, -0.963, 0.575, -0.085, 0.032, -1.117, 0.339, 0.291, 0.356, 0.435, 0.190, 0.415, 0.128, 0.223],
  "homo_ev": [-8.48, -8.63],
  "total_charge": 1,
  "multiplicity": 2,
  "s2": 0.8218,
  "total_energy_ha": -12223.0112
}



{
  "formula": "C28H26BrN6O3S4SbSeTl",
  "method": "ωB97M-V/def2-TZVPD",
  "elements": ["Tl", "O", "C", "C", "C", "C", "C", "C", "C", "N", "C", "C", "N", "H", "H", "H", "H", "H", "H", "H", "C", "O", "C", "C", "C", "Br", "C", "C", "C", "O", "C", "N", "C", "C", "C", "C", "C", "C", "N", "H", "H", "H", "H", "H", "H", "H", "H", "H", "H", "H", "S", "Sb", "S", "S", "S", "C", "N", "C", "C", "N", "C", "C", "Se", "H", "H", "H", "H", "H", "H", "H", "H"],
  "positions_angstrom": [[0.440, -1.431, -0.806], [-0.626, -1.008, 1.127], [-0.179, -0.710, 2.320], [-0.892, -1.219, 3.434], [-0.560, -0.898, 4.731], [0.513, -0.042, 4.992], [1.246, 0.436, 3.927], [0.949, 0.108, 2.596], [1.822, 0.583, 1.523], [1.755, 0.290, 0.239], [2.803, 0.921, -0.399], [3.518, 1.618, 0.517], [2.887, 1.402, 1.727], [-1.720, -1.879, 3.210], [-1.133, -1.315, 5.553], [0.774, 0.233, 6.007], [2.082, 1.093, 4.145], [2.986, 0.809, -1.462], [4.409, 2.217, 0.428], [3.189, 1.755, 2.612], [-3.386, -1.431, -1.101], [-2.392, -0.413, -1.139], [-2.762, 0.855, -0.875], [-4.049, 1.252, -0.577], [-4.313, 2.604, -0.361], [-6.100, 3.143, 0.007], [-3.329, 3.549, -0.423], [-2.010, 3.153, -0.701], [-1.717, 1.804, -0.937], [-0.496, 1.339, -1.204], [-0.935, 4.142, -0.752], [0.317, 3.865, -1.019], [0.999, 5.073, -0.985], [2.345, 5.348, -1.215], [2.757, 6.665, -1.116], [1.854, 7.692, -0.800], [0.512, 7.432, -0.577], [0.108, 6.105, -0.675], [-1.119, 5.482, -0.535], [-4.188, -1.216, -1.813], [-3.793, -1.538, -0.093], [-2.883, -2.353, -1.377], [-4.849, 0.534, -0.494], [-3.582, 4.588, -0.259], [0.153, 2.091, -1.176], [3.025, 4.547, -1.475], [3.797, 6.915, -1.289], [2.214, 8.712, -0.738], [-0.183, 8.229, -0.342], [-1.990, 5.926, -0.316], [3.928, -0.246, -3.717], [2.579, -2.024, -3.312], [2.599, -2.726, -0.973], [0.227, -1.240, -3.245], [2.766, -3.882, -4.608], [-0.267, -6.521, 2.045], [-0.034, -6.472, 0.613], [0.475, -7.497, -0.170], [0.521, -7.032, -1.431], [0.031, -5.738, -1.410], [-0.103, -4.903, -2.605], [-0.304, -5.390, -0.156], [-0.913, -3.762, 0.514], [0.090, -7.477, 2.422], [-1.327, -6.409, 2.261], [0.263, -5.706, 2.535], [0.769, -8.447, 0.242], [0.863, -7.492, -2.344], [-0.650, -5.455, -3.369], [0.871, -4.631, -3.002], [-0.650, -4.003, -2.355]],
  "mulliken_charge": [1.092, -0.021, 0.151, -0.847, -0.598, -0.886, -0.749, 0.870, 0.070, 0.536, -0.313, -0.888, -0.051, 0.390, 0.400, 0.378, 0.219, 0.069, 0.497, 0.145, -0.950, 0.051, 0.572, -0.499, -0.836, -0.263, -0.630, 1.144, -0.186, -0.331, -0.055, -0.131, 0.054, -0.739, -0.574, -0.382, -1.031, 0.690, -0.058, 0.420, 0.376, 0.047, 0.555, 0.449, 0.613, 0.490, 0.383, 0.372, 0.371, 0.189, -0.685, 0.783, -0.530, -0.491, -0.710, -0.927, 0.188, -0.460, -0.497, 0.385, -0.435, -0.130, -0.283, 0.292, 0.318, 0.337, 0.404, 0.496, 0.346, 0.002, 0.025],
  "homo_ev": -4.57,
  "total_charge": -1,
  "total_energy_ha": -8617.9917
}



{
  "formula": "C28H26Cl5NPRuSi",
  "method": "ωB97M-V/def2-TZVPD",
  "elements": ["Ru", "Cl", "C", "C", "C", "Cl", "C", "Cl", "C", "Cl", "C", "Cl", "C", "Si", "C", "C", "C", "H", "H", "H", "H", "H", "H", "H", "H", "H", "H", "H", "N", "P", "C", "C", "C", "C", "C", "C", "C", "C", "C", "C", "C", "C", "C", "C", "C", "C", "C", "C", "H", "H", "H", "H", "H", "H", "H", "H", "H", "H", "H", "H", "H", "H", "H"],
  "positions_angstrom": [[-0.073, 0.559, 0.340], [2.392, -0.076, 0.408], [1.777, -0.368, 2.052], [0.395, -0.414, 2.131], [-0.129, -0.588, 3.403], [-1.844, -0.643, 3.611], [0.702, -0.727, 4.514], [0.030, -0.978, 6.068], [2.094, -0.645, 4.371], [3.113, -0.781, 5.734], [2.658, -0.446, 3.111], [4.348, -0.306, 2.883], [-3.881, -0.918, -1.733], [-2.108, -0.555, -1.330], [-1.167, -2.122, -0.932], [-1.314, 0.243, -2.807], [-2.083, 0.522, 0.272], [-3.927, -1.442, -2.693], [-4.459, 0.006, -1.817], [-4.347, -1.548, -0.970], [-1.096, -2.738, -1.834], [-1.678, -2.697, -0.153], [-0.141, -1.966, -0.587], [-1.553, -0.368, -3.684], [-0.229, 0.317, -2.733], [-1.699, 1.253, -2.972], [-2.558, -0.041, 1.073], [-2.566, 1.483, 0.107], [-0.010, 2.168, -0.625], [-0.046, 3.761, -0.337], [-1.736, 4.339, -0.440], [-2.434, 4.117, -1.633], [-3.763, 4.494, -1.734], [-4.398, 5.083, -0.646], [-3.711, 5.298, 0.539], [-2.376, 4.925, 0.649], [0.933, 4.585, -1.588], [0.477, 5.705, -2.277], [1.293, 6.306, -3.226], [2.553, 5.792, -3.484], [3.013, 4.675, -2.795], [2.206, 4.068, -1.847], [0.621, 4.264, 1.259], [1.143, 5.551, 1.407], [1.652, 5.954, 2.632], [1.658, 5.075, 3.708], [1.143, 3.793, 3.569], [0.623, 3.392, 2.347], [-1.932, 3.657, -2.477], [-4.303, 4.332, -2.659], [-5.438, 5.376, -0.726], [-4.211, 5.759, 1.383], [-1.841, 5.094, 1.575], [-0.507, 6.109, -2.073], [0.940, 7.177, -3.765], [3.184, 6.264, -4.226], [4.000, 4.278, -2.998], [2.558, 3.195, -1.309], [1.158, 6.232, 0.562], [2.055, 6.953, 2.745], [2.072, 5.389, 4.658], [1.144, 3.108, 4.408], [0.203, 2.402, 2.257]],
  "mulliken_charge": [0.234, -0.194, 1.746, -1.500, 1.019, -0.192, -0.406, -0.144, 0.803, -0.149, -0.855, -0.166, -1.027, 0.229, -1.104, -0.853, -0.598, 0.342, 0.319, 0.335, 0.360, 0.355, 0.367, 0.423, 0.342, 0.165, 0.524, 0.322, -0.309, 1.929, 0.048, -0.085, -0.984, -0.495, -0.732, -0.376, -0.040, -0.061, -0.783, -0.476, -0.692, -0.423, -0.022, -0.344, -0.752, -0.566, -0.837, 0.099, 0.556, 0.443, 0.412, 0.429, 0.412, 0.424, 0.426, 0.403, 0.423, 0.405, 0.443, 0.421, 0.413, 0.522, 0.069],
  "homo_ev": [-11.47, -11.79],
  "total_charge": 1,
  "multiplicity": 5,
  "s2": 6.0270,
  "total_energy_ha": -4163.7358,
  "e_above_lowest_kj_mol": 17.1
}